one) {
  "formula": "H3N3",
  "method": "ωB97M-V with the def2-TZVPD basis set",
  "elements": ["N", "N", "N", "H", "H", "H"],
  "xyz": [[1.5376, -0.2491, -0.0821], [-1.5531, -0.3072, -0.1142], [0.0751, 0.1161, -0.0356], [1.7575, -1.3032, 0.0319], [-2.0023, 0.6105, 0.2085], [0.1852, 1.1330, -0.0085]],
  "e_homo_ev": [-9.2, -10.2],
  "total_charge": 0,
  "e_lumo_ev": [-0.7, -0.2],
  "orbital_gap_ev": [8.492, 9.969]
}

---

two) {
  "formula": "H3N3",
  "method": "ωB97M-V with the def2-TZVPD basis set",
  "elements": ["N", "N", "N", "H", "H", "H"],
  "xyz": [[0.1112, 0.9964, -1.0229], [0.1431, -0.1801, -0.9907], [-0.4992, -0.4537, 1.1424], [0.6265, 1.3612, -1.7729], [0.3819, -0.2481, 1.5000], [-0.7635, -1.4756, 1.1442]],
  "e_homo_ev": [-8.7, -9.9],
  "total_charge": 0,
  "e_lumo_ev": [0.2, 0.5],
  "orbital_gap_ev": [8.847, 10.400]
}

---

Which of them is most stable, and which least? Most stable: two); least stable: one).